C5H14 | wB97M-V/def2-TZVPD

Bonds (Å) are listed after each position.
Atoms and positions in Å:
1 H 1.94 -1.34 -2.08  C19 1.090
2 H -0.88 -2.24 2.42  C13 1.090
3 H -1.06 -0.12 3.83  C12 1.084
4 H 2.44 0.26 -2.54  C19 1.085
5 H -0.18 -0.49 -1.15  C8 1.104
6 C 0.09 1.60 -1.52  C8 1.519, H9 1.090, H11 1.095, H15 1.092
7 H -1.23 0.84 2.33  C12 1.091
8 C 0.66 0.22 -1.24  H5 1.104, C6 1.519, H18 1.092, C19 1.523
9 H -0.48 1.61 -2.45  C6 1.090
10 H 1.03 -0.43 -3.27  C19 1.087
11 H -0.60 1.90 -0.73  C6 1.095
12 C -1.39 -0.13 2.80  H3 1.084, H7 1.091, C13 1.530, H16 1.087
13 C -0.71 -1.25 2.00  H2 1.090, C12 1.530, H14 1.091, H17 1.089
14 H -1.08 -1.27 0.98  C13 1.091
15 H 0.84 2.38 -1.57  C6 1.092
16 H -2.47 -0.28 2.83  C12 1.087
17 H 0.37 -1.07 1.96  C13 1.089
18 H 1.14 0.16 -0.26  C8 1.092
19 C 1.57 -0.34 -2.33  H1 1.090, H4 1.085, C8 1.523, H10 1.087

Computed properties:
SMILES	CCC.CC
highest occupied orbital energy	-0.416	Eh
F_max	0.855	eV Å⁻¹
relative energy (zero: lowest compared OMol25 entry of this formula, charge and spin)	4.58	kJ/mol
charge	0
DFT total energy	-5412.002	eV

=====

C5H14 | wB97M-V/def2-TZVPD

Bonds (Å) are listed after each position.
Atoms and positions in Å:
1 H 0.85 -3.14 1.17  C11 1.086
2 H 1.37 -0.65 1.21  C9 1.088
3 H 1.40 -0.49 -1.56  C15 1.093
4 H -0.74 -2.69 0.38  C11 1.088
5 H -0.17 -0.35 0.53  C9 1.098
6 H -0.55 2.96 -1.62  C12 1.083
7 C -1.37 2.17 0.17  C12 1.535, H13 1.096, H16 1.083, H18 1.093
8 H 1.58 -2.14 -1.16  C15 1.099
9 C 0.64 -1.08 0.52  H2 1.088, H5 1.098, C11 1.545, C15 1.519
10 H -0.43 -2.23 2.01  C11 1.092
11 C 0.06 -2.41 1.05  H1 1.086, H4 1.088, C9 1.545, H10 1.092
12 C -0.17 2.49 -0.72  H6 1.083, C7 1.535, H14 1.096, H19 1.096
13 H -2.06 1.60 -0.46  C7 1.096
14 H 0.64 3.03 -0.21  C12 1.096
15 C 0.93 -1.27 -0.96  H3 1.093, H8 1.099, C9 1.519, H17 1.090
16 H -1.11 1.66 1.09  C7 1.083
17 H 0.02 -1.49 -1.51  C15 1.090
18 H -1.99 3.06 0.33  C7 1.093
19 H 0.41 1.57 -0.86  C12 1.096

Computed properties:
SMILES	CCC.CC
highest occupied orbital energy	-0.414	Eh
F_max	1.676	eV Å⁻¹
relative energy (zero: lowest compared OMol25 entry of this formula, charge and spin)	53.84	kJ/mol
charge	0
DFT total energy	-5411.492	eV

=====

C5H14 | wB97M-V/def2-TZVPD

Bonds (Å) are listed after each position.
Atoms and positions in Å:
1 H 3.47 -2.02 0.44  C5 1.086
2 C -2.14 2.11 -0.11  H9 1.112, C12 1.516, H15 1.061, H17 1.163
3 H -2.56 0.84 -1.75  C12 1.105
4 H -0.21 0.19 0.03  C11 1.145
5 C 2.82 -1.25 0.83  H1 1.086, C7 1.600, H13 1.266, H19 1.135
6 H -2.45 0.07 0.00  C12 1.082
7 C 1.35 -1.86 1.01  C5 1.600, H10 1.176, H14 1.084, H16 1.108
8 H 0.07 0.87 -1.66  C11 1.021
9 H -1.54 2.15 0.82  C2 1.112
10 H 0.98 -1.22 1.92  C7 1.176
11 C -0.56 0.36 -1.05  H4 1.145, H8 1.021, C12 1.591, H18 1.242
12 C -2.08 0.74 -0.76  C2 1.516, H3 1.105, H6 1.082, C11 1.591
13 H 3.01 -0.30 0.01  C5 1.266
14 H 1.41 -2.93 1.14  C7 1.084
15 H -3.19 2.28 -0.05  C2 1.061
16 H 0.79 -1.62 0.08  C7 1.108
17 H -1.57 2.82 -0.83  C2 1.163
18 H -0.87 -0.62 -1.74  C11 1.242
19 H 3.27 -0.62 1.66  C5 1.135

Computed properties:
SMILES	CCC.CC
highest occupied orbital energy	-0.381	Eh
F_max	6.889	eV Å⁻¹
relative energy (zero: lowest compared OMol25 entry of this formula, charge and spin)	248.09	kJ/mol
charge	0
DFT total energy	-5409.478	eV

=====

C5H14 | wB97M-V/def2-TZVPD

Bonds (Å) are listed after each position.
Atoms and positions in Å:
1 H -1.14 -0.05 1.36  C12 1.084
2 H -1.26 -0.54 -1.78  C17 1.111
3 H 0.76 1.54 -2.58  C4 1.101
4 C 0.70 0.49 -2.25  H3 1.101, C5 1.506, H14 1.086, C17 1.542
5 C 1.16 0.30 -0.83  C4 1.506, H7 1.104, H13 1.093, H18 1.094
6 H -1.76 -0.42 3.63  C19 1.076
7 H 2.26 0.19 -0.89  C5 1.104
8 H -1.04 -0.04 -3.56  C17 1.085
9 H 0.42 0.34 1.80  C12 1.077
10 H -0.31 0.40 3.93  C19 1.094
11 H -1.40 0.97 -2.20  C17 1.094
12 C -0.31 -0.44 1.93  H1 1.084, H9 1.077, H16 1.080, C19 1.527
13 H 1.03 -0.71 -0.45  C5 1.093
14 H 1.30 0.00 -3.01  C4 1.086
15 H -0.46 -1.38 3.98  C19 1.101
16 H 0.14 -1.32 1.51  C12 1.080
17 C -0.78 0.13 -2.52  H2 1.111, C4 1.542, H8 1.085, H11 1.094
18 H 1.04 1.01 -0.01  C5 1.094
19 C -0.71 -0.48 3.41  H6 1.076, H10 1.094, C12 1.527, H15 1.101

Computed properties:
SMILES	CCC.CC
highest occupied orbital energy	-0.401	Eh
F_max	2.925	eV Å⁻¹
relative energy (zero: lowest compared OMol25 entry of this formula, charge and spin)	103.71	kJ/mol
charge	0
DFT total energy	-5410.975	eV

=====

C5H14 | wB97M-V/def2-TZVPD

Bonds (Å) are listed after each position.
Atoms and positions in Å:
1 H 1.56 2.78 0.65  C6 1.156
2 C -1.66 -0.97 -1.27  C3 1.531, H5 1.199, H8 1.138, H15 1.148
3 C -0.16 -0.66 -1.32  C2 1.531, C7 1.518, H12 1.102, H18 1.119
4 C 0.60 1.33 2.19  C6 1.527, H9 1.103, H16 1.121, H19 1.096
5 H -2.01 -1.75 -2.11  C2 1.199
6 C 0.76 1.95 0.80  H1 1.156, C4 1.527, H11 1.102, H17 1.067
7 C 0.47 -1.82 -0.57  C3 1.518, H10 1.131, H13 1.231, H14 1.144
8 H -2.23 -0.07 -1.67  C2 1.138
9 H -0.18 0.55 2.13  C4 1.103
10 H 0.22 -1.86 0.53  C7 1.131
11 H 0.75 1.19 0.00  C6 1.102
12 H 0.16 0.34 -0.98  C3 1.102
13 H 1.70 -1.75 -0.56  C7 1.231
14 H 0.28 -2.83 -1.07  C7 1.144
15 H -2.02 -1.33 -0.24  C2 1.148
16 H 1.58 0.93 2.55  C4 1.121
17 H -0.05 2.55 0.45  C6 1.067
18 H 0.10 -0.60 -2.41  C3 1.119
19 H 0.14 2.02 2.90  C4 1.096

Computed properties:
SMILES	CCC.CC
highest occupied orbital energy	-0.395	Eh
F_max	4.340	eV Å⁻¹
relative energy (zero: lowest compared OMol25 entry of this formula, charge and spin)	148.43	kJ/mol
charge	0
DFT total energy	-5410.511	eV

=====

C5H14 | wB97M-V/def2-TZVPD

Bonds (Å) are listed after each position.
Atoms and positions in Å:
1 H 1.81 0.59 -3.12  C6 1.091
2 H -2.68 0.34 0.80  C11 1.087
3 C -1.02 0.20 2.19  H5 1.088, C11 1.527, H15 1.087, H19 1.093
4 H -3.00 1.09 2.33  C11 1.090
5 H -0.53 -0.40 1.42  C3 1.088
6 C 1.26 0.64 -2.17  H1 1.091, H7 1.086, H14 1.086, C18 1.572
7 H 0.40 1.28 -2.32  C6 1.086
8 H 1.18 -0.36 0.38  C9 1.085
9 C 1.35 -1.15 -0.34  H8 1.085, H13 1.098, H17 1.092, C18 1.509
10 H -0.24 -0.84 -1.72  C18 1.085
11 C -2.21 0.94 1.58  H2 1.087, C3 1.527, H4 1.090, H12 1.090
12 H -1.99 1.95 1.25  C11 1.090
13 H 0.77 -2.01 0.02  C9 1.098
14 H 1.96 1.05 -1.45  C6 1.086
15 H -0.28 0.88 2.59  C3 1.087
16 H 1.25 -1.44 -2.50  C18 1.085
17 H 2.39 -1.50 -0.24  C9 1.092
18 C 0.85 -0.80 -1.72  C6 1.572, C9 1.509, H10 1.085, H16 1.085
19 H -1.28 -0.46 3.02  C3 1.093

Computed properties:
SMILES	CCC.CC
highest occupied orbital energy	-0.416	Eh
F_max	1.850	eV Å⁻¹
relative energy (zero: lowest compared OMol25 entry of this formula, charge and spin)	39.21	kJ/mol
charge	0
DFT total energy	-5411.643	eV

=====

C5H14 | wB97M-V/def2-TZVPD

Bonds (Å) are listed after each position.
Atoms and positions in Å:
1 H -0.53 0.05 -1.17  C9 1.046
2 H -2.02 -0.15 0.65  C16 1.064
3 C 1.12 -2.20 -0.08  H5 1.101, H6 1.111, C8 1.561, H19 1.111
4 H -1.96 2.40 -0.15  C18 1.121
5 H 0.51 -2.66 0.72  C3 1.101
6 H 0.59 -1.90 -1.00  C3 1.111
7 H -0.29 2.41 0.35  C18 1.055
8 C 1.99 -1.01 0.45  C3 1.561, H12 1.118, H13 1.032, H17 1.066
9 C -0.72 1.06 -1.36  H1 1.046, H14 1.131, H15 1.161, C18 1.589
10 H -2.18 1.07 1.62  C16 1.064
11 H -0.43 0.17 1.45  C16 1.187
12 H 2.55 -1.30 1.38  C8 1.118
13 H 1.34 -0.28 0.76  C8 1.032
14 H -1.59 1.02 -2.08  C9 1.131
15 H 0.16 1.37 -2.05  C9 1.161
16 C -1.42 0.65 1.01  H2 1.064, H10 1.064, H11 1.187, C18 1.526
17 H 2.62 -0.77 -0.37  C8 1.066
18 C -1.06 1.76 0.02  H4 1.121, H7 1.055, C9 1.589, C16 1.526
19 H 1.78 -3.04 -0.37  C3 1.111

Computed properties:
highest occupied orbital energy (alpha / beta)	-0.565 / -0.564	Eh
F_max	3.492	eV Å⁻¹
relative energy (zero: lowest compared OMol25 entry of this formula, charge and spin)	137.65	kJ/mol
⟨S²⟩	0.752
charge	+1
multiplicity	2
DFT total energy	-5399.679	eV

=====

C5H14 | wB97M-V/def2-TZVPD

Bonds (Å) are listed after each position.
Atoms and positions in Å:
1 H 0.27 -1.94 0.43  C13 1.085
2 C -1.81 1.24 0.36  H5 1.096, H11 1.097, C15 1.566, H19 1.086
3 H -3.09 1.24 2.12  C15 1.090
4 H 2.59 -1.58 -1.40  C8 1.092
5 H -1.46 2.26 0.55  C2 1.096
6 H 0.48 -2.31 -1.30  C13 1.079
7 H -3.99 1.01 0.44  C15 1.085
8 C 2.14 -1.10 -0.53  H4 1.092, C9 1.499, C13 1.596, H17 1.123
9 C 2.61 0.32 -0.57  C8 1.499, H12 1.094, H14 1.093, H16 1.098
10 H -3.08 -0.22 1.25  C15 1.104
11 H -1.11 0.45 0.65  C2 1.097
12 H 3.51 0.47 0.04  C9 1.094
13 C 0.62 -1.56 -0.53  H1 1.085, H6 1.079, C8 1.596, H18 1.113
14 H 2.92 0.62 -1.57  C9 1.093
15 C -3.14 0.87 1.10  C2 1.566, H3 1.090, H7 1.085, H10 1.104
16 H 1.90 1.01 -0.10  C9 1.098
17 H 2.47 -1.51 0.47  C8 1.123
18 H 0.17 -0.56 -0.71  C13 1.113
19 H -2.00 1.26 -0.71  C2 1.086

Computed properties:
highest occupied orbital energy (alpha / beta)	-0.545 / -0.541	Eh
F_max	2.226	eV Å⁻¹
relative energy (zero: lowest compared OMol25 entry of this formula, charge and spin)	61.50	kJ/mol
⟨S²⟩	0.753
charge	+1
multiplicity	2
DFT total energy	-5400.468	eV